A structure of composition C5H20FN10O5, computed with wB97M-V/def2-TZVPD.

Geometry (Å):
F 0.2509 0.2616 0.1280
C -1.6754 2.2003 -0.5410
O -2.6543 2.9828 -0.6694
N -0.9465 2.0018 0.4887
N -1.1068 1.5482 -1.4835
H -1.0916 2.3020 1.4420
H -0.2702 1.2903 0.2511
H -1.4114 1.7845 -2.4171
H -0.3889 0.8674 -1.2807
C 1.0091 0.2520 -2.6566
O 1.2335 0.2841 -3.8396
N 1.3093 1.1469 -1.7933
N 0.6250 -0.7811 -1.9599
H 0.9367 0.9058 -0.8860
H 1.8955 1.9511 -1.9658
H 0.3440 -0.4738 -1.0397
H 0.3377 -1.6210 -2.4418
C 1.8652 -1.4844 -0.0701
O 1.6526 -2.4397 -0.8271
N 2.6642 -0.5045 -0.3690
N 1.3204 -1.3825 1.1027
H 3.0152 -0.0805 0.4778
H 3.2293 -0.5037 -1.2061
H 0.6848 -0.5984 1.1360
H 0.9007 -2.2153 1.4906
C -0.4445 0.5417 2.8453
O -0.6612 0.4198 4.0146
N 0.7645 0.4657 2.3117
N -1.2893 0.5046 1.8872
H 1.5051 0.5309 2.9954
H 0.8181 0.5476 1.3065
H -0.8429 0.6495 0.9929
H -2.2783 0.6893 1.9751
C -1.7499 -1.8525 -0.0365
O -2.6032 -2.6042 -0.4535
N -1.3070 -0.9542 -0.8688
N -1.2214 -1.8040 1.1899
H -1.7408 -1.0870 -1.7711
H -0.6420 -0.2274 -0.6455
H -1.4935 -2.4528 1.9146
H -0.5426 -1.0607 1.2721

LUMO energy: 2.8532 eV
max |F|: 7.32 eV Å⁻¹
ΔE to the lowest compared entry with this formula, charge and spin: 1962.0 kJ/mol
gap between HOMO and LUMO: 8.25 eV
HOMO: -5.4 eV
net charge: -1
total energy: -33354.1803 eV

=====

An isolated molecule of C2H2ClNS, computed with wB97M-V/def2-TZVPD.

Geometry (Å):
C -0.9722 -0.1763 0.3577
C -1.9628 -1.1305 0.2960
N 0.2088 -0.3359 0.9238
S 0.4618 -0.7560 2.5218
Cl -3.4231 -0.5855 -0.2662
H -0.9627 0.3925 -0.5156
H 1.0498 -0.0611 0.4089

LUMO energy (alpha / beta): -1.4462 / -1.6103 eV
max |F|: 3.36 eV Å⁻¹
ΔE to the lowest compared entry with this formula, charge and spin: 307.2 kJ/mol
gap between HOMO and LUMO (alpha / beta): 7.07 / 7.39 eV
HOMO (alpha / beta): -8.5 / -9.0 eV
net charge: 0
total energy: -26949.6679 eV

=====

A cluster of 5 separate species, C4H17NO6S in total, computed with wB97M-V/def2-TZVPD.

Geometry (Å):
O 0.8249 0.7905 -2.7323
C 0.4127 0.3619 -1.7001
O 0.5029 -0.9878 -1.6133
C -0.5631 0.9406 -0.6248
C 0.2037 1.4840 0.5889
C -0.1174 0.9983 1.9742
S 1.0400 1.5840 3.2917
N -1.5278 1.8722 -1.1313
H 1.0292 -1.3948 -2.4176
H -1.2294 0.1050 -0.2675
H 1.2836 1.3393 0.3735
H 0.1374 2.6242 0.5671
H -1.2924 1.0399 2.3068
H -0.3512 -0.0553 1.8550
H 2.2502 1.0893 2.8323
H -1.0614 2.4712 -1.8111
H -2.2271 1.2629 -1.5350
H -2.2220 -1.6597 -1.4071
H -2.9107 -3.0358 -1.5562
O -3.0498 -2.1156 -1.1758
H 3.1843 0.2769 -0.2008
H 3.8911 1.7630 0.2256
O 3.7640 1.0380 -0.4658
H -3.5286 -1.2570 1.2214
H -3.5479 -2.7469 0.5233
O -3.4822 -2.2565 1.4176
H 3.6090 -1.8619 0.4022
H 2.1247 -1.9577 0.2423
O 2.8531 -1.7122 0.8168

LUMO energy: -0.1226 eV
max |F|: 6.21 eV Å⁻¹
ΔE to the lowest compared entry with this formula, charge and spin: 235.3 kJ/mol
gap between HOMO and LUMO: 9.20 eV
HOMO: -9.3 eV
net charge: 0
total energy: -29032.1108 eV

=====

A structure of composition C25H37BClN5OPtSSi, computed with wB97M-V/def2-TZVPD.

Geometry (Å):
Pt -1.1782 -1.8593 0.8083
C -4.8558 1.8620 5.6803
Si -3.3563 1.6609 4.6058
C -1.7975 1.4618 5.6033
C -3.2225 3.0058 3.3270
C -3.6086 -0.0074 3.6505
C -4.7310 -0.8190 3.8873
C -4.9169 -2.0092 3.2134
C -3.9710 -2.4267 2.2649
N -2.9052 -1.6960 2.0200
C -2.7161 -0.5191 2.6987
S -1.2301 0.1835 2.2331
H -4.7661 2.7999 6.2331
H -4.9522 1.0653 6.4207
H -5.7815 1.9188 5.1041
H -1.6232 2.3716 6.1825
H -0.9184 1.3039 4.9746
H -1.8718 0.6331 6.3098
H -3.1223 3.9702 3.8306
H -4.1113 3.0556 2.6949
H -2.3448 2.8862 2.6898
H -5.4713 -0.5039 4.6114
H -5.7856 -2.6266 3.3959
H -4.0919 -3.3420 1.7013
B 1.1833 -4.6213 4.0082
C 0.4035 -3.8064 2.9485
N -0.1711 -3.1602 2.1929
H 1.5961 -4.0481 4.9520
H 1.6511 -5.6811 3.5306
H 0.7707 -5.7692 4.3471
C 0.5110 -1.1026 -4.7996
C 1.9465 -0.6218 -5.0508
C 2.8717 -1.8333 -5.2170
C 1.9525 0.1367 -6.3887
C 2.4626 0.3177 -3.9083
O 3.7042 0.9083 -4.2842
C 1.4366 1.4150 -3.5591
C 1.9779 2.5957 -2.7284
C 1.8262 2.4557 -1.2337
C 0.5676 2.5568 -0.6400
C 0.4073 2.4438 0.7353
C 1.5247 2.2211 1.5301
Cl 1.3551 2.1368 3.2599
C 2.7864 2.1160 0.9699
C 2.9256 2.2429 -0.4052
C 2.9463 -0.4161 -2.6375
N 1.9492 -1.1845 -1.8893
C 1.0256 -0.7520 -1.0481
N 0.3376 -1.8034 -0.5953
C 0.9314 -2.8783 -1.1981
N 1.9041 -2.5324 -1.9880
H 0.2089 -1.7552 -5.6198
H -0.2025 -0.2783 -4.7675
H 0.4148 -1.6864 -3.8833
H 2.6135 -2.3616 -6.1355
H 2.7802 -2.5457 -4.3981
H 3.9138 -1.5207 -5.2989
H 1.5145 -0.5022 -7.1556
H 2.9648 0.3659 -6.7274
H 1.3673 1.0574 -6.3731
H 3.6005 1.3628 -5.1278
H 0.5746 0.9690 -3.0537
H 1.0453 1.8091 -4.4965
H 1.4404 3.4954 -3.0325
H 3.0261 2.7608 -2.9754
H -0.2998 2.7605 -1.2581
H -0.5644 2.5872 1.1908
H 3.6507 1.9727 1.6039
H 3.9192 2.2042 -0.8372
H 3.3549 0.3260 -1.9572
H 3.7386 -1.1117 -2.8951
H 0.8665 0.2847 -0.7900
H 0.6178 -3.8991 -1.0567

LUMO energy (alpha / beta): -5.7572 / -9.2431 eV
max |F|: 0.82 eV Å⁻¹
ΔE to the lowest compared entry with this formula, charge and spin: 0.0 kJ/mol
gap between HOMO and LUMO (alpha / beta): 8.05 / 4.55 eV
HOMO (alpha / beta): -13.8 / -13.8 eV
net charge: +2
total energy: -71164.6688 eV
spin multiplicity: 5

=====

An isolated molecule of C4H4O3, computed with wB97M-V/def2-TZVPD.

Geometry (Å):
C 1.5108 -0.6070 0.1766
C 0.6401 0.0273 -0.6781
O -0.0571 -0.4077 -1.6501
C -0.2759 1.1282 -0.2298
O -0.3567 2.3256 -0.3112
C -1.4737 0.2538 0.1658
O -1.2606 -0.7692 0.8677
H 1.9972 -0.0206 0.9521
H 1.9828 -1.5374 -0.1296
H -0.1919 -0.9323 0.8311
H -2.5150 0.5392 0.0055

LUMO energy: -1.4524 eV
max |F|: 0.61 eV Å⁻¹
ΔE to the lowest compared entry with this formula, charge and spin: 372.6 kJ/mol
gap between HOMO and LUMO: 7.69 eV
HOMO: -9.1 eV
net charge: 0
total energy: -10351.3503 eV

=====

A cluster of 3 separate species, C17H21N3O7 in total, computed with wB97M-V/def2-TZVPD.

Geometry (Å):
C 6.1723 -1.0497 -4.8784
C 6.2052 0.4622 -4.6346
C 4.8596 1.1932 -4.7489
N 3.7536 0.3338 -4.3310
O 2.5674 1.1538 -4.3411
C 1.8394 0.9351 -3.1987
O 2.2109 1.1859 -2.0997
O 0.5989 0.5103 -3.4641
C 0.3881 -0.3212 -4.6132
H 5.3095 -1.5259 -4.4125
H 7.0546 -1.5147 -4.4398
H 6.1812 -1.2929 -5.9430
H 6.6399 0.6611 -3.6546
H 6.8763 0.9107 -5.3696
H 4.7110 1.5665 -5.7695
H 4.8517 2.0612 -4.0926
H 3.5722 -0.3430 -5.0683
H 1.2569 -0.9464 -4.8103
H -0.4536 -0.9615 -4.3647
H 0.1430 0.2844 -5.4829
C -0.6398 1.6190 1.0222
C -0.6751 1.4482 -0.3557
C -1.8156 0.9454 -0.9622
C -2.9021 0.6260 -0.1697
C -2.8914 0.7904 1.2035
C -1.7448 1.2908 1.7979
N -4.1183 0.0914 -0.8093
O -4.0996 -0.0727 -2.0134
O -5.0703 -0.1576 -0.0953
H 0.2535 2.0069 1.4935
H 0.1873 1.6895 -0.9601
H -1.8577 0.8002 -2.0310
H -3.7615 0.5280 1.7865
H -1.7112 1.4261 2.8708
C -4.9645 -1.6591 6.1299
C -4.4745 -0.6790 5.2766
C -3.1389 -0.3148 5.3355
C -2.3196 -0.9469 6.2504
C -2.7835 -1.9236 7.1113
C -4.1221 -2.2771 7.0451
N -0.8947 -0.5654 6.3014
O -0.5190 0.3086 5.5446
O -0.1839 -1.1469 7.0950
H -6.0072 -1.9437 6.0801
H -5.1314 -0.1996 4.5634
H -2.7351 0.4448 4.6844
H -2.1103 -2.3927 7.8130
H -4.5067 -3.0392 7.7092

LUMO energy: -0.4635 eV
max |F|: 0.67 eV Å⁻¹
ΔE to the lowest compared entry with this formula, charge and spin: 875.7 kJ/mol
gap between HOMO and LUMO: 9.35 eV
HOMO: -9.8 eV
net charge: 0
total energy: -36765.0877 eV